99
Properties=species:S:1:pos:R:3 method="wB97M-V/def2-TZVPD" relative_energy_kj_mol=279.8 gap_ev="6.9 / 5.8" homo_ha="-0.4533 / -0.4580" total_charge=+2 largest_force_ev_per_a=1.0 spin_multiplicity=1
Pb -0.24017 -0.35669 -0.03208
O 4.56516 5.84113 2.86546
C 3.75852 6.46050 2.30360
O 2.94792 7.07160 1.73832
C 2.13498 4.03595 1.95324
C 2.59672 2.86881 2.47032
C 1.87506 1.70628 2.14333
N 0.80749 1.76620 1.32677
C 0.34821 2.94658 0.89158
C 0.99730 4.14680 1.22353
C -0.90616 2.99956 0.09732
C -1.27259 4.13253 -0.62102
C -2.50269 4.15136 -1.25705
C -3.33102 3.04500 -1.16814
C -2.87433 1.94417 -0.46449
N -1.69417 1.92062 0.14976
C 2.31337 0.44847 2.79968
C 3.65819 0.22378 3.07901
C 4.01704 -0.91794 3.77493
C 3.02639 -1.80171 4.16886
C 1.71936 -1.50730 3.82250
N 1.36344 -0.41051 3.16155
H 3.45136 2.80924 3.13044
H 0.58854 5.09790 0.91302
H -0.61280 4.98393 -0.69378
H -2.80872 5.02761 -1.81258
H -4.30809 3.03690 -1.62971
H -3.47642 1.04548 -0.37880
H 4.41563 0.91804 2.74229
H 5.05611 -1.11146 4.00508
H 3.26408 -2.68660 4.74240
H 0.90597 -2.17574 4.09373
C -1.46324 0.39409 -5.47899
C -0.90725 1.64584 -4.80143
S -0.32210 1.48195 -3.06755
C 1.48599 1.38539 -3.27578
C 2.02396 0.16716 -4.01434
S 1.45904 -1.42536 -3.32040
C 1.17253 -2.42709 -4.81931
C -0.16272 -2.18829 -5.51056
S -0.25520 -0.60291 -6.41575
H -2.19458 0.70508 -6.22507
H -1.96161 -0.24708 -4.75636
H -1.71535 2.37340 -4.71728
H -0.09811 2.09513 -5.37671
H 1.86886 1.43147 -2.25270
H 1.79805 2.28343 -3.80950
H 3.11448 0.17685 -3.97886
H 1.70597 0.18462 -5.05047
H 1.21430 -3.45571 -4.45581
H 2.00618 -2.26637 -5.50216
H -0.98022 -2.22342 -4.79478
H -0.31054 -2.96289 -6.26462
N -1.47217 -0.49614 2.04026
C -2.56921 -1.32186 2.48487
C -2.82183 -1.30007 3.85579
C -3.91766 -1.93052 4.40668
C -4.78330 -2.60302 3.56004
C -4.51151 -2.66232 2.20756
C -3.39187 -2.05188 1.61362
C -3.19523 -2.17330 0.13271
C -4.04328 -3.03868 -0.58693
C -4.03966 -3.12562 -1.96644
C -3.15388 -2.35889 -2.70367
C -2.23574 -1.57897 -2.01834
C -2.22483 -1.49565 -0.62722
H -1.83282 0.44835 1.88333
H -0.77098 -0.40775 2.77490
H -2.14567 -0.74296 4.49537
H -4.11474 -1.86138 5.46755
H -5.67860 -3.07269 3.94381
H -5.23296 -3.17994 1.59816
H -4.74940 -3.66703 -0.06706
H -4.74587 -3.78025 -2.46027
H -3.17515 -2.38020 -3.78657
H -1.49291 -1.01329 -2.57015
C -1.55909 -5.36129 1.44650
N -0.30991 -5.19223 0.65877
C -0.32764 -6.04822 -0.55651
C -0.09792 -3.75395 0.30570
C 1.34857 -3.31196 0.21033
C 2.42324 -4.19120 0.15689
C 3.72046 -3.70190 0.06243
C 3.93786 -2.33684 -0.00018
C 2.85494 -1.46608 0.02189
C 1.55862 -1.93449 0.14737
H -1.73137 -6.41423 1.65829
H -2.39490 -4.96634 0.87024
H -1.48643 -4.80907 2.38101
H 0.48591 -5.47685 1.23402
H -1.20979 -5.80519 -1.14590
H -0.36336 -7.09931 -0.27906
H 0.56148 -5.85859 -1.15267
H -0.59158 -3.14183 1.06219
H -0.61538 -3.57277 -0.63978
H 2.28737 -5.26924 0.17534
H 4.55428 -4.38995 0.02397
H 4.94528 -1.94901 -0.08040
H 3.03957 -0.39948 -0.06617